# 1
Molecular formula: C11H10Br
Method: DFT, ωB97M-V/def2-TZVPD

Computed properties:
Largest force on an atom: 1.466 eV/A
Energy relative to the best compared isomer or geometry (same formula, charge and spin): 1.2 kcal per mole
E_HOMO (spin up / spin down): -8.186 / -8.445 eV
⟨S²⟩: 0.78
Multiplicity: 2
Gap between HOMO and LUMO (spin up / spin down): 8.48 / 6.20 eV

```
22
C11H10Br | OMol25 | ωB97M-V/def2-TZVPD
Br -2.3798 -0.8609 -3.7361
H -2.7471 -0.5477 -2.2638
C -2.9814 -0.4418 -0.9262
C -1.7261 0.0081 -0.3122
C -0.9571 -0.7237 0.6091
C 0.3816 -0.3564 0.9098
C 0.9333 0.8108 0.2623
C 2.3282 1.0396 0.3123
C 3.1810 0.1204 0.9075
C 2.6291 -0.9417 1.6543
C 1.2599 -1.1564 1.6798
C 0.0707 1.6161 -0.5210
C -1.2255 1.2398 -0.7845
H -3.7933 0.2905 -0.9122
H -3.3064 -1.4332 -0.6314
H -1.3848 -1.6136 1.0783
H 2.7203 1.9372 -0.1799
H 4.2623 0.2096 0.7695
H 3.3001 -1.5891 2.2089
H 0.8422 -1.9880 2.2485
H 0.4634 2.5315 -0.9585
H -1.8706 1.8490 -1.4144
```

=====

# 2
Molecular formula: C11H10BrF6N2O7PdS2
Method: DFT, ωB97M-V/def2-TZVPD

Computed properties:
Largest force on an atom: 1.961 eV/A
Net charge: -1
E_HOMO (spin up / spin down): -5.954 / -5.512 eV
⟨S²⟩: 2.01
Multiplicity: 3
Gap between HOMO and LUMO (spin up / spin down): 8.38 / 6.30 eV

```
40
C11H10BrF6N2O7PdS2 | OMol25 | ωB97M-V/def2-TZVPD
Pd -0.6202 -0.2679 0.4321
F 1.5537 -0.0669 3.0732
C 1.3114 -1.3523 2.8845
F 1.8276 -2.0425 3.9037
F 1.8808 -1.7754 1.7689
S -0.5499 -1.6298 2.9189
O -1.2029 -0.3276 2.8260
O -0.7473 -2.3672 4.1288
N -0.7640 -2.5045 1.5892
S -2.2495 -2.6679 0.9918
O -2.8597 -1.4090 0.6023
O -3.0648 -3.6033 1.7064
C -1.8017 -3.5467 -0.5703
F -1.4033 -4.7839 -0.2685
F -2.9048 -3.6121 -1.3101
F -0.8512 -2.9377 -1.2556
Br 6.6903 1.4503 -1.4204
C 5.0045 0.9902 -2.1613
C 4.9001 0.7759 -3.5248
N 3.7433 0.4558 -4.1081
C 2.6683 0.3312 -3.3246
C 2.6936 0.5297 -1.9503
C 3.8919 0.8733 -1.3531
C 1.4567 0.3447 -1.1128
O 0.4898 -0.2848 -1.6257
O 1.4649 0.8027 0.0533
H 5.7705 0.8637 -4.1650
H 1.7336 0.0619 -3.8007
H 3.9301 1.0450 -0.2855
C -3.8369 1.7641 -0.1067
C -2.5312 1.9682 0.6482
C -2.3187 3.4369 1.0007
O -1.4603 1.5449 -0.1428
H -4.6769 2.0682 0.5197
H -3.9556 0.7142 -0.3717
H -3.8369 2.3620 -1.0240
H -2.5869 1.4051 1.5805
H -2.3299 4.0467 0.0914
H -1.3506 3.5644 1.4899
H -3.1077 3.7801 1.6726
```

=====

# 3
Molecular formula: C11H10BrN5O3
Method: DFT, ωB97M-V/def2-TZVPD

Computed properties:
Largest force on an atom: 17.315 eV/A
E_HOMO: -9.076 eV
Gap between HOMO and LUMO: 8.82 eV
Structure (SMILES): NNC(=O)c1cccc(Cn2cc(Br)c([N+](=O)[O-])n2)c1

```
30
C11H10BrN5O3 | OMol25 | ωB97M-V/def2-TZVPD
N -1.1603 6.6214 1.5283
N -0.6506 5.4579 0.7727
C 0.3846 4.7141 1.2330
O 0.8007 5.0979 2.4159
C 0.5596 3.6831 0.5545
C 2.0955 3.2960 0.5865
C 2.5410 2.3222 -0.2445
C 1.6298 1.5554 -1.0272
C 0.4028 1.9060 -0.7415
C -0.5161 0.9729 -1.8041
N -0.6583 -0.3420 -1.3717
C -1.1095 -0.8479 -0.1204
C -0.8492 -2.2634 0.0120
Br -1.2038 -3.4653 1.0868
C 0.1564 -2.3490 -1.1134
N 0.9804 -3.5154 -1.5415
O 1.5559 -3.3771 -2.5694
O 0.8510 -4.4353 -0.8878
N 0.2537 -1.3227 -2.0232
C -0.1142 2.9779 -0.1216
H -0.6925 7.6192 1.3298
H -0.9994 6.4850 2.5418
H -0.9731 5.3664 -0.2458
H 2.9596 3.9795 1.0465
H 3.6315 2.1070 -0.2701
H 1.8446 0.6547 -1.4489
H -1.6903 1.4124 -1.9553
H -0.3008 0.9038 -2.8458
H -1.7014 -0.3026 0.4577
H -1.2785 3.1558 -0.0921
```

=====

# 4
Molecular formula: C11H10BrNSZn
Method: DFT, ωB97M-V/def2-TZVPD

Computed properties:
Largest force on an atom: 5.647 eV/A
Energy relative to the best compared isomer or geometry (same formula, charge and spin): 32.7 kcal per mole
Net charge: -2
E_HOMO: -0.286 eV
Gap between HOMO and LUMO: 5.06 eV

```
25
C11H10BrNSZn | OMol25 | ωB97M-V/def2-TZVPD
C -0.5475 1.2679 1.2860
C -0.8399 1.5053 2.6895
C 0.3124 1.2278 3.3860
H -1.8492 1.6742 3.0966
C 1.3443 0.8124 2.5007
C 0.8762 0.9030 1.1486
H 1.5183 0.7255 0.2702
H -1.2891 1.4469 0.4912
H 0.4023 1.2659 4.4619
H 2.3423 0.5908 2.7879
Zn -0.0175 -0.8921 -0.6466
Br -2.5293 -1.4350 -0.4369
C 0.1067 -1.4404 -2.8313
C 1.1466 -0.4454 -2.8369
C 0.5338 0.8278 -2.9251
H 2.1908 -0.6773 -3.0679
C -0.8695 0.6499 -2.9954
C -1.1570 -0.7461 -2.9697
H -2.1284 -1.2178 -3.1887
H 0.2221 -2.5371 -2.9135
H 1.0357 1.7348 -3.2504
H -1.6160 1.4100 -3.2430
S 0.7861 -2.5626 1.6455
C 0.2545 -2.1369 3.2184
N -0.2287 -1.9516 4.3229
```